(1)
DFT (ωB97M-V/def2-TZVPD) results for the molecule C7H12N2O2S.

## Properties
LUMO energy (spin up / spin down) (Ha): -0.0594 / -0.0593
Spin multiplicity: 1
HOMO level (spin up / spin down) (eV): -8.5 / -8.5

Each line ends with the natural charge from an NBO analysis.
Geometry (Å):
C -1.215 -0.723 -0.880  0.596
C -2.954 0.608 0.301  0.742
C -0.189 -0.563 0.291  0.158
C 0.860 1.386 -0.660  -0.595
C 1.986 -0.940 -0.911  -0.578
C 1.927 0.112 1.313  -0.614
C 1.097 0.032 0.081  -0.252
N -2.473 -0.410 -0.666  -0.667
N -2.164 0.810 1.362  -0.875
O -0.807 -1.267 -1.897  -0.596
O -4.002 1.102 0.053  -0.632
S -0.477 -1.777 1.457  0.300
H 0.734 1.095 -1.678  0.224
H 1.623 2.103 -0.530  0.226
H -0.111 1.989 -0.303  0.240
H 1.410 -1.421 -1.725  0.258
H 2.652 -0.179 -1.471  0.224
H 2.670 -1.736 -0.457  0.226
H 2.733 -0.575 1.385  0.223
H 1.317 -0.095 2.209  0.221
H 2.412 1.033 1.556  0.235
H -3.050 -0.452 -1.509  0.429
H -2.289 1.794 1.605  0.365
H -1.692 -1.926 1.073  0.146

=====

(2)
DFT (ωB97M-V/def2-TZVPD) results for a structure of composition C31H37NO3PbS3SbSe.

## Properties
Total charge: -1
LUMO energy (Ha): 0.0860
Spin multiplicity: 1
HOMO level (eV): -5.2

Each line ends with the Löwdin charge.
Geometry (Å):
Pb 0.916 1.637 -0.094  1.280
C 5.499 3.165 -0.776  -0.022
C 4.296 2.647 -0.013  -0.420
O 3.204 2.737 -0.570  -0.108
C 4.488 2.088 1.321  -0.128
C 5.715 2.314 1.978  -0.061
C 5.989 1.818 3.226  -0.115
C 5.009 1.040 3.865  -0.096
C 3.814 0.780 3.254  -0.018
C 3.498 1.281 1.958  -0.365
O 2.369 0.924 1.448  -0.272
H 5.185 3.365 -1.797  0.084
H 6.315 2.442 -0.772  0.079
H 5.865 4.091 -0.328  0.085
H 6.467 2.916 1.483  0.098
H 6.936 2.024 3.707  0.088
H 5.203 0.633 4.851  0.098
H 3.057 0.166 3.726  0.116
O 1.195 -0.036 -1.435  -0.477
C 2.107 -0.931 -1.960  -0.606
C 2.744 -0.320 -3.200  -0.497
C 3.825 -0.702 -3.938  -0.182
C 4.037 0.131 -5.071  -0.191
C 3.108 1.123 -5.162  -0.422
S 1.985 1.061 -3.873  1.066
C 1.323 -2.189 -2.339  -0.449
C 0.128 -2.556 -1.801  -0.141
C -0.342 -3.806 -2.293  -0.192
C 0.518 -4.372 -3.181  -0.430
S 1.885 -3.373 -3.455  1.040
C 3.169 -1.316 -0.934  -0.426
C 3.002 -2.160 0.121  -0.104
C 4.114 -2.174 1.006  -0.175
C 5.114 -1.348 0.596  -0.405
S 4.711 -0.557 -0.864  1.080
H 4.451 -1.545 -3.678  0.100
H 4.846 0.000 -5.777  0.094
H 3.041 1.896 -5.910  0.055
H -0.392 -1.937 -1.084  0.063
H -1.282 -4.251 -1.995  0.085
H 0.411 -5.303 -3.713  0.053
H 2.094 -2.727 0.271  0.122
H 4.160 -2.763 1.911  0.100
H 6.057 -1.152 1.082  0.066
C -4.648 -2.581 -3.860  -0.175
C -5.248 -2.199 -2.509  -0.615
C -5.968 -3.395 -1.897  -0.176
Sb -3.641 -1.523 -1.196  1.467
C -3.282 0.423 -2.108  -0.566
C -1.974 0.397 -2.896  -0.164
C -4.419 0.970 -2.964  -0.149
C -4.844 -0.815 0.480  -0.593
C -6.227 -0.281 0.131  -0.145
C -4.916 -1.892 1.559  -0.179
H -5.423 -2.922 -4.556  0.070
H -3.928 -3.398 -3.746  0.064
H -4.117 -1.752 -4.331  0.048
H -5.956 -1.377 -2.643  0.072
H -5.268 -4.213 -1.700  0.066
H -6.736 -3.782 -2.577  0.070
H -6.455 -3.150 -0.953  0.043
H -3.157 1.073 -1.238  0.045
H -2.038 -0.275 -3.759  0.071
H -1.128 0.067 -2.294  0.027
H -1.740 1.396 -3.283  0.076
H -4.581 0.362 -3.857  0.057
H -4.172 1.982 -3.305  0.075
H -5.366 1.028 -2.428  0.047
H -4.243 0.014 0.863  0.030
H -6.858 -1.042 -0.337  0.055
H -6.175 0.574 -0.544  0.053
H -6.741 0.054 1.039  0.072
H -5.464 -2.774 1.215  0.056
H -5.433 -1.515 2.449  0.071
H -3.920 -2.216 1.864  0.051
Se -1.228 0.102 1.330  0.455
C -2.190 1.646 1.136  -0.957
N -2.811 2.615 0.996  0.023

=====

(3)
DFT (ωB97M-V/def2-TZVPD) results for a cluster of 2 separate species, CBr2O2 in total.

## Properties
LUMO energy (spin up / spin down) (Ha): -0.0569 / -0.0779
Spin multiplicity: 1
HOMO level (spin up / spin down) (eV): -9.8 / -9.0

Each line ends with the natural charge from an NBO analysis.
Geometry (Å):
C -0.719 0.273 -0.631  0.546
O -1.543 1.062 -0.755  -0.431
O 0.768 0.744 1.204  -0.632
Br -0.438 -1.569 -1.057  0.093
Br 1.931 -0.510 1.239  0.424

=====

(4)
DFT (ωB97M-V/def2-TZVPD) results for a cluster of 2 separate species, C3H7IN2S in total.

## Properties
LUMO energy (spin up / spin down) (Ha): 0.0110 / 0.0135
Spin multiplicity: 1
HOMO level (spin up / spin down) (eV): -7.4 / -6.9

Each line ends with the natural charge from an NBO analysis.
Geometry (Å):
C -0.097 -1.743 -0.095  0.131
C -2.025 0.795 -1.191  -0.673
C -1.617 0.663 0.311  -0.394
N 1.012 -1.338 0.143  -0.658
N 3.039 0.022 0.930  -1.024
S 2.669 -1.488 0.376  0.646
I 0.112 1.519 1.004  0.160
H -0.608 -2.745 -0.335  0.175
H -1.316 1.075 -1.912  0.222
H -2.597 -0.038 -1.476  0.219
H -2.820 1.601 -1.136  0.205
H -2.378 0.826 1.101  0.191
H 3.466 0.766 0.336  0.403
H 3.161 0.085 1.946  0.395

=====

(5)
DFT (ωB97M-V/def2-TZVPD) results for the ion C4H8NO with charge +1.

## Properties
Total charge: +1
LUMO energy (Ha): -0.2522
Spin multiplicity: 1
HOMO level (eV): -17.1

Each line ends with the natural charge from an NBO analysis.
Geometry (Å):
C -0.468 0.368 -1.482  -0.625
C 0.144 0.669 -0.112  -0.103
C 0.743 -0.426 0.817  -0.384
C -0.673 -0.455 1.471  -0.290
N -1.011 0.648 0.727  0.380
O -1.926 1.396 0.823  -0.089
H 0.250 -0.046 -2.195  0.266
H -0.813 1.270 -1.850  0.244
H -1.260 -0.316 -1.647  0.245
H 0.555 1.630 -0.275  0.279
H 1.468 -0.008 1.389  0.247
H 1.019 -1.383 0.288  0.263
H -1.458 -1.169 1.193  0.290
H -0.747 -0.168 2.458  0.278

=====

(6)
DFT (ωB97M-V/def2-TZVPD) results for a cluster of 16 separate species, C56H144N8O48P8 in total.

## Properties
LUMO energy (Ha): -0.0052
Spin multiplicity: 1
HOMO level (eV): -9.7

Each line ends with the Löwdin charge.
Geometry (Å):
C -3.612 8.859 -1.989  -0.077
C -5.128 8.923 -1.830  -0.270
O -5.692 7.630 -1.815  -0.181
P -5.659 6.579 -0.534  0.526
O -4.304 6.250 -0.083  -0.229
O -6.612 5.299 -1.019  -0.178
C -6.175 4.527 -2.080  -0.317
C -7.004 4.751 -3.329  -0.056
O -6.584 7.221 0.579  -0.170
C -7.401 6.440 1.392  -0.278
C -6.583 5.432 2.216  -0.063
H -3.110 9.824 -2.058  0.080
H -3.076 8.300 -1.223  0.051
H -3.348 8.319 -2.898  0.076
H -5.386 9.550 -0.976  0.105
H -5.562 9.411 -2.702  0.120
H -5.098 4.596 -2.236  0.104
H -6.449 3.520 -1.766  0.097
H -6.842 3.876 -3.958  0.072
H -8.074 4.937 -3.241  0.088
H -6.559 5.633 -3.790  0.072
H -7.895 7.095 2.109  0.112
H -8.198 5.949 0.834  0.118
H -7.166 4.844 2.924  0.078
H -6.113 4.685 1.576  0.066
H -5.892 5.946 2.885  0.075
C 1.862 -5.034 2.583  -0.043
C 2.301 -3.564 2.810  -0.257
O 1.952 -3.265 4.150  -0.189
P 1.230 -1.832 4.488  0.470
O 2.092 -0.714 4.108  -0.232
O -0.245 -1.897 3.736  -0.189
C -1.164 -0.874 3.908  -0.302
C -2.509 -1.575 4.096  -0.054
O 0.888 -1.823 6.027  -0.190
C 1.670 -1.174 7.035  -0.231
C 1.127 -1.799 8.329  -0.076
H 2.141 -5.742 3.364  0.083
H 0.781 -5.106 2.462  0.063
H 2.321 -5.400 1.665  0.059
H 3.384 -3.451 2.769  0.100
H 1.904 -2.881 2.059  0.109
H -0.988 -0.093 4.648  0.118
H -1.229 -0.326 2.968  0.100
H -2.686 -2.288 3.290  0.066
H -2.581 -2.085 5.057  0.077
H -3.301 -0.828 4.061  0.072
H 2.737 -1.361 6.919  0.124
H 1.389 -0.128 7.153  0.121
H 1.739 -1.633 9.215  0.078
H 0.138 -1.384 8.523  0.073
H 0.856 -2.853 8.265  0.070
C -0.704 12.489 3.672  -0.065
C -0.855 11.189 2.884  -0.286
O -1.013 10.118 3.828  -0.171
P -2.129 8.958 3.511  0.528
O -2.572 8.264 4.735  -0.238
O -3.327 9.805 2.806  -0.189
C -4.417 9.112 2.322  -0.291
C -5.526 9.252 3.367  -0.065
O -1.471 8.032 2.318  -0.184
C -1.790 6.671 2.184  -0.281
C -0.435 5.890 2.130  -0.040
H -0.453 13.300 2.989  0.076
H -1.638 12.738 4.176  0.076
H 0.059 12.384 4.443  0.078
H -1.584 11.197 2.074  0.109
H 0.043 11.027 2.289  0.113
H -4.835 9.656 1.475  0.111
H -4.233 8.105 1.947  0.098
H -5.259 8.812 4.328  0.072
H -5.690 10.284 3.676  0.076
H -6.563 9.044 3.105  0.066
H -2.384 6.272 3.007  0.097
H -2.333 6.561 1.245  0.087
H 0.009 5.919 3.126  0.075
H -0.695 4.852 1.925  0.053
H 0.195 6.326 1.355  0.072
C 4.383 5.129 -0.641  -0.079
C 4.975 5.335 -1.998  -0.260
O 6.264 4.683 -2.126  -0.185
P 6.421 3.192 -2.792  0.469
O 5.384 2.710 -3.707  -0.213
O 7.955 3.205 -3.331  -0.184
C 8.970 3.768 -2.487  -0.253
C 10.321 3.712 -3.244  -0.066
O 6.641 2.312 -1.489  -0.192
C 6.706 0.936 -1.515  -0.287
C 7.544 0.349 -0.327  -0.039
H 4.223 4.055 -0.548  0.063
H 5.040 5.414 0.181  0.082
H 3.407 5.583 -0.471  0.076
H 4.282 5.045 -2.787  0.116
H 5.066 6.418 -2.085  0.117
H 8.704 4.819 -2.376  0.106
H 9.036 3.294 -1.508  0.116
H 10.793 2.734 -3.153  0.066
H 10.322 3.854 -4.325  0.077
H 11.042 4.390 -2.788  0.072
H 5.706 0.506 -1.556  0.099
H 7.229 0.566 -2.397  0.115
H 7.256 0.708 0.661  0.042
H 7.371 -0.727 -0.343  0.074
H 8.613 0.459 -0.509  0.073
C 8.420 -3.904 -3.991  -0.045
C 7.671 -5.047 -3.151  -0.236
O 6.387 -4.608 -2.685  -0.196
P 5.365 -5.611 -1.920  0.534
O 5.239 -7.010 -2.406  -0.233
O 3.945 -4.753 -1.751  -0.218
C 4.004 -3.476 -1.013  -0.207
C 2.801 -2.556 -1.254  -0.049
O 5.937 -5.516 -0.378  -0.230
C 5.307 -6.171 0.736  -0.245
C 5.603 -5.390 2.056  -0.046
H 8.269 -2.990 -3.416  0.059
H 9.486 -3.913 -4.216  0.068
H 7.846 -3.824 -4.914  0.068
H 7.574 -5.947 -3.758  0.109
H 8.312 -5.287 -2.303  0.108
H 3.996 -3.784 0.033  0.092
H 4.908 -2.930 -1.281  0.109
H 2.023 -2.687 -0.502  0.061
H 3.097 -1.507 -1.234  0.060
H 2.405 -2.825 -2.233  0.073
H 4.251 -6.283 0.492  0.094
H 5.735 -7.173 0.724  0.117
H 6.611 -5.543 2.441  0.075
H 5.430 -4.324 1.909  0.056
H 4.906 -5.782 2.796  0.067
C 0.903 1.623 1.531  -0.041
C 1.258 1.732 0.006  -0.222
O -0.001 1.858 -0.695  -0.200
P -0.663 0.642 -1.577  0.540
O -0.112 0.595 -2.956  -0.244
O -0.502 -0.710 -0.665  -0.194
C -0.884 -1.933 -1.233  -0.280
C -2.398 -2.090 -1.434  -0.055
O -2.264 0.965 -1.489  -0.204
C -2.835 0.970 -0.201  -0.283
C -3.038 2.413 0.281  -0.040
H 1.687 1.608 2.287  0.058
H 0.228 2.461 1.704  0.059
H 0.401 0.660 1.620  0.055
H 1.782 2.674 -0.155  0.107
H 1.927 0.921 -0.283  0.091
H -0.437 -2.010 -2.224  0.084
H -0.499 -2.704 -0.565  0.116
H -2.792 -1.194 -1.915  0.065
H -2.642 -2.986 -2.004  0.078
H -2.819 -2.229 -0.438  0.067
H -3.810 0.498 -0.323  0.094
H -2.360 0.317 0.531  0.113
H -2.050 2.729 0.617  0.052
H -3.410 3.081 -0.496  0.067
H -3.701 2.444 1.146  0.075
C 1.011 -5.621 -2.523  -0.069
C 1.458 -5.756 -3.971  -0.243
O 2.051 -7.032 -4.190  -0.203
P 1.275 -8.459 -4.200  0.482
O -0.001 -8.378 -4.938  -0.238
O 2.294 -9.603 -4.821  -0.189
C 2.865 -9.407 -6.105  -0.262
C 1.850 -9.762 -7.203  -0.090
O 1.173 -8.820 -2.646  -0.177
C 2.332 -8.717 -1.806  -0.269
C 2.002 -9.348 -0.469  -0.068
H 0.231 -6.341 -2.276  0.074
H 1.848 -5.830 -1.858  0.051
H 0.614 -4.633 -2.288  0.055
H 0.605 -5.739 -4.649  0.106
H 2.186 -4.982 -4.215  0.113
H 3.252 -8.397 -6.242  0.116
H 3.653 -10.152 -6.217  0.113
H 2.395 -10.341 -7.949  0.064
H 1.087 -10.513 -6.998  0.076
H 1.246 -8.952 -7.614  0.072
H 3.123 -9.367 -2.179  0.119
H 2.724 -7.707 -1.688  0.082
H 2.110 -10.432 -0.518  0.070
H 2.804 -9.203 0.255  0.074
H 0.973 -9.235 -0.125  0.078
C -1.458 -5.285 6.250  -0.068
C -0.997 -5.295 4.832  -0.284
O -2.124 -5.417 3.944  -0.208
P -2.291 -6.826 3.071  0.525
O -1.045 -7.514 2.724  -0.231
O -3.250 -7.799 3.972  -0.191
C -4.453 -7.311 4.514  -0.280
C -5.604 -7.691 3.534  -0.062
O -3.229 -6.460 1.774  -0.206
C -2.735 -6.804 0.455  -0.224
C -2.870 -5.495 -0.349  -0.075
H -1.881 -6.283 6.363  0.076
H -0.585 -5.282 6.902  0.081
H -2.178 -4.554 6.616  0.082
H -0.642 -4.276 4.670  0.089
H -0.235 -6.041 4.606  0.113
H -4.481 -7.804 5.486  0.116
H -4.522 -6.242 4.712  0.108
H -6.579 -7.917 3.966  0.069
H -5.753 -6.833 2.879  0.057
H -5.402 -8.572 2.924  0.080
H -1.722 -7.171 0.290  0.111
H -3.501 -7.465 0.048  0.123
H -2.659 -5.609 -1.413  0.083
H -3.883 -5.128 -0.186  0.058
H -2.279 -4.638 -0.024  0.056
C -2.670 4.275 5.871  0.063
N -2.962 3.146 4.928  -0.451
O -2.845 2.061 5.421  0.061
O -3.375 3.396 3.802  0.052
H -2.564 5.204 5.311  0.084
H -1.797 3.926 6.423  0.100
H -3.538 4.308 6.530  0.106
C -1.852 2.527 -5.275  0.054
N -2.630 3.815 -5.404  -0.437
O -2.631 4.440 -6.446  0.077
O -3.239 4.182 -4.433  0.043
H -1.080 2.570 -4.507  0.084
H -1.386 2.458 -6.258  0.093
H -2.535 1.683 -5.172  0.095
C 3.192 -0.027 -3.904  0.062
N 4.215 -1.083 -4.205  -0.401
O 5.266 -1.140 -3.511  0.010
O 3.990 -1.970 -5.004  0.066
H 3.776 0.764 -3.433  0.074
H 2.572 -0.669 -3.278  0.072
H 2.703 0.388 -4.785  0.104
C -5.968 0.362 -2.933  0.054
N -7.459 0.446 -2.913  -0.436
O -7.971 1.471 -2.462  0.043
O -8.091 -0.523 -3.274  0.073
H -5.718 -0.539 -2.373  0.080
H -5.635 1.206 -2.329  0.082
H -5.704 0.417 -3.989  0.105
C -5.568 -3.019 1.664  0.047
N -5.791 -2.458 0.313  -0.477
O -6.009 -3.170 -0.604  0.100
O -5.669 -1.279 0.222  0.060
H -5.486 -2.289 2.469  0.095
H -4.609 -3.529 1.753  0.086
H -6.374 -3.740 1.804  0.104
C 5.151 1.205 2.606  0.067
N 4.731 -0.009 1.813  -0.393
O 5.395 -1.056 1.899  0.034
O 3.725 0.017 1.119  0.043
H 5.585 1.000 3.585  0.100
H 4.256 1.772 2.866  0.093
H 5.903 1.629 1.941  0.084
C -0.917 -1.226 -5.394  0.042
N -0.271 -2.512 -4.985  -0.418
O 0.805 -2.757 -5.473  0.082
O -0.872 -3.267 -4.208  0.035
H -0.202 -0.405 -5.433  0.087
H -1.727 -1.087 -4.679  0.087
H -1.242 -1.547 -6.384  0.108
C -1.762 5.014 -1.710  0.032
N -0.543 5.855 -1.758  -0.412
O -0.722 7.038 -2.061  0.060
O 0.525 5.306 -1.484  0.040
H -1.570 4.262 -2.475  0.084
H -2.671 5.538 -2.005  0.079
H -1.776 4.576 -0.711  0.078

=====

Number 1: F_max 3.5 eV Å⁻¹, calculated total energy -932.00498 Ha. Number 2: F_max 0.1 eV Å⁻¹, calculated total energy -5513.12776 Ha. Number 3: F_max 1.6 eV Å⁻¹, calculated total energy -5336.45397 Ha. Number 4: F_max 4.4 eV Å⁻¹, calculated total energy -923.70045 Ha. Number 5: F_max 5.1 eV Å⁻¹, calculated total energy -286.79339 Ha. Number 6: F_max 4.6 eV Å⁻¹, calculated total energy -9000.46482 Ha.